A cluster of 3 separate species, C5H14N2 in total, computed with the ωB97M-V functional and the def2-TZVPD basis.

Summary:
Lowest unoccupied orbital energy: 0.92 eV
Total charge: 0
F_max: 0.4 eV/Å

Last column: Mulliken charge in e.
Geometry (Å):
1 C 0.33871 -1.32226 -0.06431  0.514
2 C -0.69155 -1.45330 0.86463  -1.587
3 C 1.74467 -1.02951 0.39665  -1.117
4 C 0.30193 0.28621 -1.71078  -1.438
5 H 0.27242 -1.95842 -0.93673  0.446
6 H -0.48600 -1.26020 1.91561  0.360
7 H -1.49263 -2.15951 0.67232  0.378
8 H -1.67441 -0.12769 0.66813  0.311
9 H 2.17827 -1.92612 0.85413  0.346
10 H 2.39786 -0.71669 -0.41765  0.295
11 H 1.75786 -0.24769 1.16058  0.214
12 H 0.91329 -0.46059 -2.21371  0.489
13 H -0.64013 0.38881 -2.25593  0.330
14 H 0.86170 1.22610 -1.72949  0.287
15 N -0.07720 1.86334 1.07469  -0.411
16 C -0.94379 1.61567 0.06549  -0.304
17 N -2.01394 0.86869 0.30119  -0.537
18 H -0.10752 1.23037 1.86106  0.288
19 H 0.84849 2.16170 0.81179  0.265
20 H -2.60536 0.76977 -0.51505  0.313
21 H -0.88265 2.25133 -0.80261  0.557

Atoms 1-2, force components in eV/Å:
C -0.13 0.05 0.08
C 0.17 0.03 -0.09